Entry 1:
58
Properties=species:S:1:pos:R:3:mulliken_charge:R:1 method="wB97M-V/def2-TZVPD" total_charge=+2 largest_force_ha_per_bohr=0.053 relative_energy_ev=0.748
W -0.203 1.130 1.343 0.3372
Sb -2.446 -0.159 0.552 0.1645
S -1.274 3.124 1.785 -0.0150
S 2.025 -0.109 -1.030 0.4069
S 0.282 -0.870 2.537 -0.1700
S -0.633 2.924 -0.141 -0.0966
S 0.892 0.947 3.376 -0.0912
O 1.236 0.705 0.054 0.0585
C 3.446 2.660 -1.830 -1.0476
C -5.372 0.641 0.311 -1.3202
C 2.053 -1.814 -0.506 -0.3575
C -3.103 -1.272 2.262 0.6013
C -3.494 -2.057 -1.542 -1.3287
C 3.719 0.400 -0.694 -0.8126
C 2.644 -2.680 -1.623 -0.5577
C -1.492 -0.679 -2.257 -1.0887
C -3.867 1.859 -1.295 -1.4239
C -2.159 -1.442 -1.115 0.3738
C 4.241 1.364 -1.753 -0.4592
C -3.416 -0.301 3.394 -1.3083
C -4.246 -2.255 1.998 -1.3852
C 1.702 -2.883 -2.805 -1.0535
C -3.992 1.257 0.105 0.4897
H -6.117 1.411 0.091 0.4974
H -5.565 -0.193 -0.364 0.2537
H -3.805 2.004 0.876 0.4458
H -0.559 -0.193 -1.965 0.1592
H -2.627 0.423 3.595 0.2508
H -4.189 1.142 -2.053 0.3007
H 5.280 1.569 -1.490 0.3948
H 3.656 0.856 0.297 0.3831
H 3.432 3.171 -0.865 0.2983
H 2.892 -3.637 -1.163 0.4328
H 0.812 -3.440 -2.501 0.2723
H 1.009 -2.063 -0.307 0.0792
H 1.376 -1.938 -3.247 0.2558
H 2.191 -3.452 -3.594 0.4257
H 4.292 -0.525 -0.622 0.5457
H -2.868 2.200 -1.553 0.2803
H -4.338 0.254 3.207 0.2788
H -4.168 -1.302 -1.950 0.2215
H -1.484 -2.208 -0.726 0.3936
H 2.612 -1.854 0.430 0.4823
H -4.010 -2.585 -0.745 0.2742
H 2.410 2.487 -2.139 0.2693
H 3.879 3.341 -2.560 0.4015
H -3.557 -0.867 4.317 0.4692
H -3.972 -3.047 1.303 0.3815
H -5.548 0.314 1.331 0.2746
H -4.493 -2.742 2.945 0.4874
H -1.258 -1.368 -3.072 0.4510
H -3.305 -2.780 -2.340 0.5034
H -2.147 0.090 -2.666 0.2921
H 3.599 -2.263 -1.956 0.3021
H -5.154 -1.784 1.634 0.2472
H -4.537 2.718 -1.372 0.4888
H -2.208 -1.843 2.507 0.3005
H 4.264 0.866 -2.725 0.2896



Entry 2:
70
Properties=species:S:1:pos:R:3:mulliken_charge:R:1 method="wB97M-V/def2-TZVPD" total_charge=-1 largest_force_ha_per_bohr=0.055 relative_energy_ev=0.000
Ca -1.638 -4.650 2.378 0.5252
K 7.306 2.599 -2.054 0.8510
Na 3.933 3.839 -0.833 0.6843
Na -4.621 -4.894 0.551 0.8230
F -3.773 -2.402 -1.374 -0.9074
F -7.870 -2.697 2.283 -0.8849
F -4.374 -3.105 0.783 -0.2946
O 0.325 -5.902 0.117 -0.5088
O 0.940 2.563 1.034 -0.2493
O 8.594 6.287 -1.115 -0.6321
O 6.613 5.202 -0.971 -0.6521
O 8.602 4.069 -1.113 -0.6230
O 2.118 -8.011 -2.068 -0.6121
O 4.067 2.616 -4.370 -0.6708
N 3.544 4.370 -5.701 -0.3947
N -0.865 -2.287 -0.404 -0.7363
N -3.926 -0.922 3.533 -0.8498
N 2.176 3.812 -3.932 -0.2305
N 0.392 2.270 -1.736 -0.6078
C -1.429 -1.198 3.225 -0.1746
C -0.389 3.222 -0.937 0.2900
C -1.545 -2.146 0.876 1.3621
C -4.487 -2.841 2.149 1.4336
C -4.659 -1.333 2.367 -0.9649
C -5.516 -3.705 2.886 -1.2251
C 3.307 3.539 -4.646 0.6371
C 1.756 3.648 1.339 -0.0173
C 1.752 -7.652 -0.903 -0.2122
C -0.689 -1.397 1.894 -0.4234
C 7.856 5.317 -1.063 0.7001
C 0.095 4.640 -1.235 -1.2190
C -2.710 -0.297 3.144 -0.5574
C -0.359 2.867 0.550 -0.4468
C 0.682 -6.296 -1.065 -0.2838
H -1.429 3.165 -1.265 0.4701
H -0.189 4.928 -2.248 0.2619
H 1.308 2.195 -1.296 0.2449
H -5.371 -4.782 2.607 0.3449
H -0.321 -0.479 1.449 0.0350
H -0.106 -6.675 -1.737 0.2805
H 1.141 -8.361 -0.302 0.2004
H -1.578 -2.136 -1.119 0.4144
H 1.253 -5.580 -1.685 0.2379
H 1.939 3.204 -3.164 0.1114
H -5.731 -1.132 2.412 0.5404
H -5.247 -3.655 3.937 0.3749
H 0.006 1.333 -1.634 0.2698
H -0.938 1.953 0.693 0.0622
H 2.292 3.929 0.412 -0.6353
H 2.528 -7.264 -0.207 0.2020
H 4.365 4.195 -6.250 0.2231
H -1.723 -3.130 1.311 -1.1210
H -1.764 -2.174 3.587 -0.0096
H 1.213 4.513 1.728 0.3404
H -0.543 -3.242 -0.512 0.1714
H -0.347 5.363 -0.548 0.3812
H -2.519 0.523 3.852 0.3212
H 2.942 5.130 -5.954 0.1665
H 9.475 4.485 -1.186 0.2890
H -2.511 -1.688 0.701 0.1413
H -2.763 0.162 2.145 0.3594
H -3.502 -3.054 2.582 -0.9258
H 0.170 -2.043 2.109 0.1738
H 2.489 3.328 2.081 0.2876
H -0.836 3.645 1.158 0.4077
H 1.182 4.732 -1.169 0.1882
H -0.750 -0.790 3.970 0.4476
H -6.619 -3.411 2.661 0.3295
H 1.549 4.562 -4.155 0.1772
H -4.270 -0.875 1.450 0.3084



Entry 3:
59
Properties=species:S:1:pos:R:3:mulliken_charge:R:1 method="wB97M-V/def2-TZVPD" total_charge=-1 largest_force_ha_per_bohr=0.076 multiplicity=6 energy_ev=-56300.0206
Cr 0.368 0.089 0.434 -2.6732
O 2.064 -1.202 -0.088 -0.2624
O -1.457 1.210 0.620 0.2089
O -0.821 -1.647 -0.259 0.7447
O 0.271 -0.237 2.473 0.4168
O 0.813 1.323 -1.289 0.8739
N 1.851 1.657 1.242 3.0895
C 2.611 -1.830 -2.333 -1.1476
C 1.324 2.059 2.562 -0.2069
C 1.830 2.306 -1.156 -1.3325
C 2.869 -2.036 -0.823 0.2270
C -2.533 2.114 0.368 0.3371
C 2.575 -3.585 -0.434 -1.2851
C 1.743 2.757 0.273 -0.7064
C -1.957 -3.196 -1.791 -1.6903
C -2.977 2.234 -1.143 -1.2643
C -2.330 3.418 1.027 -1.2311
C 0.945 0.776 3.345 -1.4389
C 0.054 -1.396 3.239 -1.1927
C -2.043 -1.905 -0.950 1.2927
C -3.013 -2.082 0.189 -1.4902
C 0.358 1.078 -2.657 -1.2431
H -3.428 1.435 -1.732 0.2889
H -2.267 3.257 2.104 0.1913
H 1.481 3.144 -1.758 0.3977
H 2.797 -3.726 0.624 0.3355
H -3.803 2.942 -1.201 0.4612
H 2.862 1.998 -1.328 0.3805
H -1.389 3.814 0.645 0.0763
H 3.244 -2.568 -2.826 0.4430
H -0.236 -2.055 2.421 0.1416
H -1.268 -3.161 -2.635 0.3771
H -3.178 4.073 0.828 0.5013
H -2.719 -2.826 0.929 0.3332
H 0.175 0.956 4.096 0.4683
H -0.244 -2.389 -0.456 -0.2573
H -0.388 0.290 -2.761 0.1129
H 1.767 0.348 3.919 0.2354
H 1.228 0.788 -3.246 0.3564
H 2.625 3.375 0.443 0.5400
H 2.827 1.416 1.338 -1.0872
H -2.854 -3.716 -2.127 0.3598
H 0.884 -1.897 3.738 0.2947
H -3.417 1.709 0.861 0.1063
H 1.565 -1.782 -2.636 0.0967
H 0.961 3.496 0.447 -0.0232
H -0.768 -1.410 3.955 0.2914
H 0.408 2.629 2.406 -0.1299
H -2.136 2.568 -1.750 0.1251
H -2.326 -1.096 -1.623 -0.1600
H -3.054 -1.175 0.792 0.2247
H 3.905 -1.726 -0.686 0.4578
H -4.007 -2.365 -0.158 0.4165
H 1.556 -3.903 -0.653 0.1524
H 2.910 -0.839 -2.675 0.1705
H 3.335 -4.229 -0.878 0.4431
H 1.930 2.769 3.126 1.0540
H -1.537 -4.050 -1.261 0.4022
H 0.018 1.999 -3.130 0.3959



Entry 4:
83
Properties=species:S:1:pos:R:3:mulliken_charge:R:1 method="wB97M-V/def2-TZVPD" total_charge=+1 largest_force_ha_per_bohr=0.130 energy_ev=-89492.0193
S -1.209 -1.957 -2.545 -0.1862
P 3.498 1.135 0.984 0.8450
O -1.472 2.397 6.122 -0.5043
O -1.848 -6.910 -2.489 -0.5026
O 6.229 2.733 -3.570 -0.5356
O 0.233 1.349 6.966 -0.5192
O -4.246 2.816 10.822 -0.5160
O 1.278 5.309 -5.852 -0.5002
O 1.367 3.163 2.678 -0.5790
O 0.771 3.642 -4.557 -0.6034
O -3.559 -5.857 -3.315 -0.5056
O -0.049 -3.545 -5.675 -0.5033
O 3.757 2.780 1.395 -0.4438
O 4.979 0.348 0.742 -0.4291
O 4.266 3.046 -2.699 -0.5084
O -2.215 2.654 10.071 -0.5173
O 0.606 4.992 3.568 -0.5019
O -5.992 0.185 -2.159 -0.5095
O -4.839 0.507 -0.349 -0.5214
O 1.659 -4.601 -4.850 -0.5530
N 1.559 4.315 -5.217 0.9144
N 2.355 0.954 -0.395 0.9953
N 2.776 0.471 2.257 -0.6732
N -3.381 3.008 9.987 0.8670
N -0.936 1.422 6.624 0.8898
N 1.149 3.907 3.629 0.8497
N -3.019 -6.837 -2.832 0.8793
N -5.006 0.568 -1.556 0.8802
N 0.489 -4.526 -5.189 0.9241
N 5.314 2.426 -2.834 0.9252
N 1.946 -0.262 -0.762 -0.8104
C -3.903 1.162 -2.355 -0.4894
C 0.652 -1.832 -2.260 -0.5163
C -1.674 -3.602 -1.756 -0.2368
C -1.775 0.214 6.840 -0.7890
C 5.483 1.190 -2.028 -0.4147
C 0.398 0.777 -2.700 -0.3453
C -0.347 -5.741 -4.991 -0.7492
C 2.979 3.880 -5.245 -0.6356
C 1.063 -0.323 -1.836 0.2114
C -1.671 -3.360 -0.143 -0.9656
C 1.893 2.102 -1.086 0.1990
C 1.588 3.433 4.966 -0.5686
C -3.852 -8.054 -2.640 -0.7699
C -3.786 3.736 8.756 -0.6567
C 0.892 2.207 -2.252 -0.7969
H 1.067 2.498 5.172 0.1383
H -1.358 -5.532 -5.335 0.2767
H -3.013 0.555 -2.189 0.0380
H -3.849 -8.289 -1.577 0.2976
H -0.935 -4.426 -2.046 0.2170
H -1.806 -2.227 -0.003 0.2467
H 3.083 2.984 -4.637 0.1570
H -0.334 0.624 -3.552 0.5366
H 2.851 3.195 1.403 0.3390
H -1.330 -0.601 6.271 0.3086
H -0.697 -3.713 0.328 0.2636
H -2.582 -3.882 0.302 0.3445
H 4.589 1.046 -1.423 -0.0317
H -4.862 -7.845 -2.986 0.3173
H 0.102 -6.544 -5.575 0.3406
H -4.568 3.153 8.272 0.2692
H 2.330 3.103 -0.723 0.2057
H 0.528 3.178 -2.757 0.4090
H 3.580 4.693 -4.839 0.2973
H -1.771 -0.001 7.908 0.3068
H -3.401 -8.855 -3.224 0.2996
H 1.874 0.106 1.906 0.2530
H 2.667 3.284 4.924 0.2809
H -2.785 0.422 6.492 0.3130
H -3.756 2.183 -2.005 0.3133
H -4.186 1.152 -3.406 0.3186
H 3.240 3.676 -6.283 0.3204
H 0.989 -2.603 -1.491 0.3587
H 5.619 0.361 -2.721 0.3421
H 1.332 4.187 5.707 0.3150
H 1.128 -2.005 -3.291 0.3575
H 6.359 1.326 -1.397 0.2675
H -2.919 3.833 8.105 0.2497
H -4.153 4.716 9.059 0.3026
H -0.343 -5.976 -3.928 0.2513
H -2.709 -3.935 -2.129 0.2941
H 5.615 0.738 1.400 0.3614



Entry 5:
62
Properties=species:S:1:pos:R:3:mulliken_charge:R:1 method="wB97M-V/def2-TZVPD" total_charge=+1 largest_force_ha_per_bohr=0.068 energy_ev=-34389.3357
O 2.187 1.169 -2.462 -0.2711
O 2.793 -0.480 6.018 -0.5234
O 5.147 0.053 1.846 -0.1897
O 0.641 -0.554 5.513 -0.2388
O -3.171 0.553 -2.507 -0.2419
O 3.078 0.544 1.354 -0.2412
N -3.557 -1.562 -4.463 -0.6928
N 1.429 -1.119 1.617 -0.1572
N -0.212 1.730 -4.017 -0.6261
N 4.537 0.575 1.041 0.2805
C 1.534 3.205 -4.857 -1.4849
C 0.336 0.380 6.580 -0.3182
C 1.190 -2.572 3.691 -0.9441
C 1.879 -1.048 5.571 0.5301
C 3.369 1.125 -3.249 -0.8001
C -1.152 0.669 6.596 -1.1001
C -3.062 -0.808 -2.142 -0.6570
C 1.999 -2.420 4.988 -0.7806
C 1.551 2.439 -2.405 -0.7831
C 0.709 2.806 -3.637 0.4059
C -5.337 -1.793 -2.820 -1.4041
C -4.379 1.190 -2.120 -0.7732
C 2.455 -0.507 0.704 -0.4695
C 2.061 -2.173 2.491 -0.5556
C -3.828 -1.792 -3.041 0.2902
H 1.944 2.342 -5.381 0.2954
H -0.849 1.541 -3.245 0.1005
H -4.736 0.824 -1.154 0.3480
H 3.173 -1.295 0.523 0.4355
H 3.987 0.305 -2.880 0.2541
H 2.289 3.220 -2.181 0.4551
H 0.740 -1.531 0.988 0.3716
H 3.043 -2.605 4.811 0.3636
H 2.222 -3.025 1.855 0.4058
H 0.263 -2.019 3.741 0.6471
H 0.948 -0.396 2.160 0.3541
H -3.722 -0.577 -4.656 0.3163
H -2.563 -1.682 -4.640 0.2584
H 0.333 0.875 -4.100 0.3294
H -1.351 1.660 6.216 0.3088
H 0.906 3.737 -5.571 0.3751
H 2.359 3.865 -4.582 0.3572
H -1.995 -1.043 -2.227 0.2966
H 3.017 -1.788 2.809 0.4265
H 0.107 3.675 -3.355 0.4554
H 3.937 2.054 -3.174 0.3731
H -4.179 2.257 -2.040 0.2385
H 0.883 1.304 6.486 0.3256
H -5.828 -0.951 -3.305 0.3006
H 0.659 -0.070 7.505 0.3394
H 0.978 -3.621 3.586 0.3432
H 1.677 -3.178 5.684 0.3982
H -1.698 -0.080 6.052 0.3123
H -5.773 -2.697 -3.243 0.3570
H -3.336 -0.941 -1.085 0.4027
H -3.463 -2.793 -2.790 0.3920
H 2.024 -0.225 -0.253 0.3399
H 0.877 2.385 -1.545 0.3294
H -5.151 1.055 -2.878 0.2467
H 3.134 0.915 -4.293 0.2366
H -5.583 -1.770 -1.756 0.3302
H -1.467 0.664 7.626 0.3259



Entry 6:
62
Properties=species:S:1:pos:R:3:mulliken_charge:R:1 method="wB97M-V/def2-TZVPD" total_charge=-1 largest_force_ha_per_bohr=0.081 energy_ev=-44410.2749
In -2.913 3.176 1.177 1.1380
P 1.385 -3.934 -2.689 0.9807
O 2.398 -3.863 -3.946 -0.3253
O 1.003 -5.474 -2.676 -0.3293
O 1.727 -2.893 -1.714 -0.6980
O -1.390 0.468 0.816 -0.4082
O -1.704 4.691 0.384 -0.7732
O -0.004 -3.528 -3.372 -0.3662
N -2.675 3.117 3.284 -0.5697
C -0.130 6.488 0.656 -0.3861
C 0.749 1.091 1.727 -0.6845
C -2.372 1.279 0.129 -0.9837
C -0.060 0.771 0.450 -0.0178
C -2.182 0.931 4.447 0.0944
C -0.260 -1.158 -3.859 -1.0469
C 1.964 -6.530 -2.672 -0.2272
C -1.052 5.465 1.351 -0.0539
C -3.226 1.934 3.923 -0.6845
C 4.707 -4.482 -3.394 -0.9762
C 2.602 -6.732 -1.311 -1.0473
C -0.696 -2.328 -3.001 -0.2241
C -0.460 7.941 1.018 -1.2611
C 3.735 -3.390 -3.791 -0.2640
C -2.627 0.237 5.757 -1.3087
H -0.567 -2.115 -1.941 0.2752
H -0.444 4.842 2.028 0.0852
H 1.215 2.075 1.698 0.2505
H 1.410 -7.428 -2.949 0.3171
H 2.706 -6.375 -3.456 0.2596
H -1.799 6.018 1.943 0.2616
H 4.422 -4.933 -2.442 0.1579
H 1.865 -7.096 -0.596 0.3181
H -2.088 0.673 6.598 0.2500
H 0.296 8.608 0.597 0.3738
H 0.826 -1.058 -3.889 0.2531
H -2.000 1.554 -0.868 0.2737
H -0.595 -1.300 -4.889 0.3136
H -3.820 2.254 4.798 0.2959
H 3.773 -2.570 -3.073 0.3052
H -4.619 3.546 0.803 -0.4161
H -1.261 1.479 4.657 0.2403
H 0.360 -0.121 -0.027 -0.0043
H -0.304 6.367 -0.414 0.1988
H 0.053 1.072 2.565 -0.0973
H 4.023 -2.981 -4.761 0.3485
H -1.729 3.288 3.599 0.1647
H -1.943 0.190 3.684 0.0443
H -0.681 -0.226 -3.481 0.3407
H 3.002 -5.796 -0.915 0.3081
H 4.740 -5.273 -4.145 0.2604
H -2.352 -0.819 5.728 0.3555
H -1.406 8.213 0.550 0.2965
H 0.017 1.634 -0.213 0.4206
H -3.702 0.328 5.903 0.3540
H 3.408 -7.463 -1.375 0.3450
H 1.488 0.311 1.913 0.3336
H 0.928 6.267 0.821 0.3292
H 5.712 -4.073 -3.288 0.4026
H -3.253 0.659 -0.062 0.2512
H -0.516 8.082 2.097 0.3381
H -1.757 -2.518 -3.159 0.3031
H -3.927 1.407 3.266 0.3150